1.
{
  "formula": "C3H9OS",
  "method": "ωB97M-V/def2-TZVPD",
  "elements": ["C", "O", "H", "H", "H", "C", "C", "S", "H", "H", "H", "H", "H", "H"],
  "positions_angstrom": [[3.07879, 0.68911, -0.48198], [2.65845, 0.23430, 0.82275], [3.91718, 1.32234, -0.24402], [3.38169, -0.16973, -1.08898], [2.22167, 1.14773, -0.96937], [-2.98222, -0.08913, 0.78659], [-1.44687, 0.01843, 0.75020], [-0.71754, -0.52809, -0.85679], [-3.37149, -0.23367, -0.23275], [-3.50752, 0.78608, 1.18692], [-3.28439, -0.98649, 1.34118], [-1.15037, 1.06220, 0.85155], [-1.03201, -0.62891, 1.52309], [1.79443, -0.19011, 0.70520]],
  "mulliken_charge": [-0.4345, -0.5311, 0.2118, 0.2073, 0.2067, -0.8886, -0.4539, -0.7294, 0.2518, 0.2706, 0.2145, 0.1958, 0.2182, 0.2607],
  "homo_lumo_gap_ev": 6.49,
  "lumo_energy_ev": 4.026,
  "e_homo_ev": -2.468,
  "total_charge": -1
}



2.
{
  "formula": "C3H9OS",
  "method": "ωB97M-V/def2-TZVPD",
  "elements": ["C", "O", "H", "H", "H", "C", "S", "C", "H", "H", "H", "H", "H", "H"],
  "positions_angstrom": [[1.35083, 1.38385, 1.30110], [0.97752, 0.02788, 1.59754], [0.86881, 1.59374, 0.31676], [1.09514, 1.93016, 2.18944], [2.44323, 1.46718, 1.16586], [-0.33086, -1.81963, -1.63653], [-1.21674, -1.18152, -0.13784], [-1.36361, 0.44715, -0.16441], [-1.00966, -2.60771, -1.88859], [0.57930, -2.20386, -1.15105], [-0.40998, -0.98166, -2.41743], [-1.81822, 1.08883, 0.65801], [0.07034, -0.12469, 1.38207], [-1.23610, 0.98028, -1.21495]],
  "mulliken_spin": [0.0186, 0.0055, -0.0188, -0.0025, 0.0001, 0.0009, 0.2853, 0.7192, 0.0063, 0.0105, -0.0026, -0.0167, -0.0017, -0.0041],
  "homo_lumo_gap_ev": [7.83, 10.19],
  "spin_multiplicity": 2,
  "lumo_energy_ev": [0.843, 0.409],
  "e_homo_ev": [-6.989, -9.777],
  "total_charge": 0,
  "s_squared": 0.755
}



3.
{
  "formula": "C3H9OS",
  "method": "ωB97M-V/def2-TZVPD",
  "elements": ["C", "C", "C", "S", "H", "H", "H", "H", "H", "H", "H", "H", "H", "O"],
  "positions_angstrom": [[0.84457, 1.30884, 1.25069], [0.22163, 0.03015, 1.79349], [-1.12224, -0.30789, 1.10200], [-0.75185, -0.92636, -0.57267], [1.94333, 1.16603, 1.44266], [0.59077, 1.50302, 0.20880], [0.52258, 2.30864, 1.83059], [0.11884, 0.18171, 2.85715], [0.96867, -0.82301, 1.54092], [-1.35890, -1.21033, 1.63966], [-1.83766, 0.64597, 1.30430], [1.02830, 0.04137, -1.84203], [0.43612, 1.02856, -2.75724], [1.24424, 0.47415, -2.74239]],
  "mulliken_spin": [0.0108, 0.0106, -0.0495, 0.9684, -0.0014, -0.0079, 0.0025, 0.0026, 0.0018, 0.0439, -0.0041, 0.0078, -0.0085, 0.0230],
  "homo_lumo_gap_ev": [10.65, 6.93],
  "spin_multiplicity": 2,
  "lumo_energy_ev": [0.892, -2.447],
  "e_homo_ev": [-9.760, -9.372],
  "total_charge": 0,
  "s_squared": 0.753
}



4.
{
  "formula": "C3H9PS",
  "method": "ωB97M-V/def2-TZVPD",
  "elements": ["P", "C", "C", "C", "S", "H", "H", "H", "H", "H", "H", "H", "H", "H"],
  "positions_angstrom": [[-1.12703, -1.47516, -1.83618], [-0.18518, -1.24566, -0.20725], [0.34284, 0.21180, -0.13512], [0.98030, 0.60536, 1.23325], [0.03278, 1.99368, 2.01847], [-2.43574, -1.04630, -1.45690], [-0.68189, -0.35191, -2.60432], [0.63783, -1.95994, -0.27045], [-0.84000, -1.49180, 0.62914], [1.06958, 0.33797, -0.94274], [-0.50126, 0.86779, -0.34742], [1.02428, -0.21471, 1.94481], [1.97729, 0.99889, 1.03213], [-0.29380, 2.77000, 0.94259]],
  "mulliken_charge": [-0.0935, -0.8156, -0.5783, -0.5439, -0.2442, 0.0362, 0.0384, 0.3713, 0.3986, 0.2727, 0.3705, 0.3719, 0.2994, 0.1164],
  "homo_lumo_gap_ev": 9.81,
  "smiles": "PCCCS",
  "lumo_energy_ev": 0.954,
  "e_homo_ev": -8.853,
  "total_charge": 0
}



One value per record, in order, for relative energy (zero: lowest compared OMol25 entry of this formula, charge and spin): 24.35, 49.49, 25.46, 23.19 kcal per mole.